Entry from OMol25: a cluster of 2 separate species, C5H6ClF in total in a non-equilibrium geometry (the ωB97M-V functional and the def2-TZVPD basis).

Calculated values
HOMO-LUMO gap (alpha / beta) = 7.51 / 7.53 eV
HOMO level (alpha / beta) = -9.66 / -9.68 eV
E = -20516.275 eV
ΔE to the lowest compared entry with this formula, charge and spin = 114.4 kcal per mole

Geometry as XYZ:
```
13
C5H6ClF, DFT the ωB97M-V functional and the def2-TZVPD basis
C 1.6827 -1.3052 0.6594
C 0.9617 -0.7044 -0.3595
C -1.4070 0.5005 -0.8974
C -1.3596 0.2926 0.5524
C -0.2189 0.0166 -0.3533
F 1.1247 1.9162 -0.3907
Cl -1.3687 1.9006 1.4748
H 2.8584 -1.3487 0.4661
H 1.2738 -1.6101 1.6038
H 1.4521 -0.4415 -1.2979
H -1.9836 -0.2109 -1.4280
H -1.3029 1.5045 -1.2127
H -1.7127 -0.5103 1.1830
```

Atom charges from the Mulliken analysis, given in e for atoms 1 to 8:
1. C -0.48
2. C -0.32
3. C -0.52
4. C -0.16
5. C 0.65
6. F -0.63
7. Cl -0.15
8. H 0.21

Entry from OMol25: a structure of composition C13H15CrPSe2 in a non-equilibrium geometry (the ωB97M-V functional and the def2-TZVPD basis).

Calculated values
HOMO-LUMO gap (alpha / beta) = 4.98 / 5.51 eV
⟨S²⟩ = 6.056
HOMO level (alpha / beta) = -5.75 / -5.81 eV
E = -182122.769 eV
Spin multiplicity = 5

Geometry as XYZ:
```
32
C13H15CrPSe2, DFT the ωB97M-V functional and the def2-TZVPD basis
Cr 0.1290 -0.0389 -2.9427
C 0.2339 -0.0828 -5.5153
H 1.1856 -0.3351 -4.9623
H 0.0289 -0.9540 -6.1574
H 0.4582 0.7995 -6.1269
H -1.4744 0.2081 -5.5516
H -1.5020 0.6356 -4.8065
Se -1.6695 0.6631 -1.5308
P 0.0251 -0.0816 -0.3518
Se 1.7754 -0.7613 -1.4625
C 0.5611 1.2729 0.7584
C 0.7126 1.0783 2.1471
C 1.0641 2.1661 2.9567
C 1.2989 3.4262 2.3872
C 1.1988 3.5942 0.9937
C 0.8425 2.5192 0.1798
C -0.5037 -1.3977 0.7841
C 0.3534 -2.4680 1.0582
C 0.0166 -3.4028 2.0457
C -1.2098 -3.2930 2.7196
C -2.1115 -2.2709 2.3828
C -1.7677 -1.3309 1.3952
H 0.5349 0.0964 2.5841
H 1.1431 2.0223 4.0456
H 1.5584 4.2692 3.0205
H 1.3937 4.5750 0.5513
H 0.7482 2.6372 -0.8968
H 1.2872 -2.5651 0.5041
H 0.7074 -4.2132 2.2927
H -1.4668 -4.0123 3.5048
H -3.0791 -2.2003 2.8913
H -2.4727 -0.5553 1.1017
```

Atom charges from the Mulliken analysis, given in e for atoms 1 to 8:
1. Cr 0.14
2. C -1.26
3. H 0.17
4. H 0.31
5. H 0.37
6. H 0.12
7. H -0.11
8. Se -0.45

Entry from OMol25: a cluster of 2 separate species, C8H7Br2F5N2S in total in a non-equilibrium geometry (the ωB97M-V functional and the def2-TZVPD basis).

Calculated values
HOMO-LUMO gap = 10.35 eV
HOMO level = -10.26 eV
E = -175896.407 eV

Geometry as XYZ:
```
25
C8H7Br2F5N2S, DFT the ωB97M-V functional and the def2-TZVPD basis
N -0.3235 -3.3459 -3.5228
C -0.6216 -2.5368 -2.7686
C -0.8302 -1.3220 -1.9318
C 0.4980 -1.0142 -1.1778
S 0.5672 0.7267 -0.6461
C 0.6960 -1.9186 -0.0209
N 0.5309 -2.6243 0.8674
C -2.0322 -1.5731 -1.0050
F -1.9675 -0.8579 0.1010
F -2.0439 -2.8570 -0.6600
C -3.4160 -1.2674 -1.6965
F -4.2935 -2.1838 -1.3805
F -3.8937 -0.1218 -1.2551
F -3.3037 -1.1825 -2.9936
H -1.0210 -0.4818 -2.5911
H 1.3098 -1.2389 -1.8665
H 0.8554 1.3251 -1.8269
Br 3.6349 1.0717 2.3180
C 3.0868 2.6192 3.3633
C 1.6879 3.0538 3.0186
Br 1.6273 3.9896 1.3126
H 3.8226 3.3960 3.1842
H 3.1406 2.3012 4.4022
H 1.3164 3.7661 3.7520
H 0.9976 2.2200 2.9427
```

Atom charges from the Mulliken analysis, given in e for atoms 1 to 8:
1. N -0.49
2. C 0.05
3. C -0.08
4. C -0.01
5. S -0.13
6. C -0.06
7. N -0.42
8. C 0.64

Entry from OMol25: a structure of composition C62H52GeInN3O13 in a non-equilibrium geometry (the ωB97M-V functional and the def2-TZVPD basis).

Calculated values
HOMO-LUMO gap = 5.31 eV
HOMO level = -1.94 eV
E = -157918.818 eV
ΔE to the lowest compared entry with this formula, charge and spin = 26.6 kcal per mole
Total charge = -2

Geometry as XYZ:
```
132
C62H52GeInN3O13, DFT the ωB97M-V functional and the def2-TZVPD basis
In 0.6628 -0.1358 -0.3010
C -7.7786 3.7610 0.9848
O -6.4624 3.2725 1.0628
C -5.5823 3.9577 1.8521
C -5.9121 5.0386 2.6459
C -4.9317 5.6667 3.4113
C -3.6251 5.2232 3.3507
C -3.2841 4.1454 2.5422
C -4.2565 3.4851 1.7981
N -4.0048 2.3957 0.9779
C -2.7582 1.7757 0.7551
N -2.2037 1.3885 1.9303
C -0.9267 1.0196 2.4242
C 0.1594 0.3796 1.8163
C 1.2059 -0.0368 2.6465
C 1.2161 0.1792 4.0088
C 0.1604 0.8458 4.6060
C -0.8897 1.2573 3.8165
O -2.0027 1.9117 4.3232
C -1.9932 2.2403 5.6884
N -2.3609 1.5677 -0.4359
C -3.1255 2.2535 -1.4049
C -2.9398 3.6235 -1.5859
C -3.6593 4.3220 -2.5413
C -4.6030 3.6650 -3.3135
C -4.8362 2.3144 -3.1087
C -4.1168 1.6121 -2.1560
O -4.4377 0.2918 -1.9027
C -3.7294 -0.6284 -2.7423
H -8.3040 3.1021 0.2978
H -7.8050 4.7844 0.5976
H -8.2766 3.7354 1.9599
H -6.9282 5.4080 2.6773
H -5.1997 6.5112 4.0332
H -2.8513 5.7218 3.9202
H -2.2530 3.8294 2.4660
H -4.6622 2.2771 0.2214
H -2.8010 1.6290 2.7051
H 2.0496 -0.5329 2.1938
H 2.0463 -0.1707 4.6115
H 0.1630 1.0261 5.6723
H -1.9860 1.3455 6.3200
H -2.9076 2.8029 5.8701
H -1.1310 2.8634 5.9468
H -2.2004 4.1275 -0.9747
H -3.4585 5.3750 -2.6954
H -5.1532 4.1997 -4.0769
H -5.5832 1.7879 -3.6906
H -3.9373 -0.4211 -3.7957
H -4.0959 -1.6220 -2.4849
H -2.6552 -0.5607 -2.5865
O -1.8326 -1.2908 0.0536
C -1.8995 -2.6656 0.4063
C -0.4010 -3.1789 0.5619
O -0.2582 -4.2833 1.0824
O 0.4828 -2.4328 0.0620
C -2.5950 -2.8757 1.7378
C -3.0344 -4.1408 2.1271
C -3.6031 -4.3336 3.3753
C -3.7311 -3.2727 4.2627
C -3.2753 -2.0177 3.8909
C -2.7111 -1.8230 2.6384
C -2.5549 -3.4419 -0.7282
C -3.9443 -3.4431 -0.8433
C -4.5705 -4.1099 -1.8852
C -3.8137 -4.7773 -2.8375
C -2.4297 -4.7610 -2.7429
C -1.8041 -4.0948 -1.6988
H -2.6182 -1.0385 -0.4503
H -2.9184 -4.9752 1.4495
H -3.9517 -5.3208 3.6563
H -4.1776 -3.4332 5.2373
H -3.3539 -1.1801 4.5746
H -2.3448 -0.8486 2.3483
H -4.5415 -2.9177 -0.1069
H -5.6520 -4.1038 -1.9536
H -4.2989 -5.3096 -3.6466
H -1.8311 -5.2660 -3.4911
H -0.7226 -4.0748 -1.6415
O 2.4192 3.3706 -5.2414
C 1.9596 2.7670 -4.2905
C 2.0766 3.1618 -2.8508
O 2.5198 4.2192 -2.4212
C 1.5066 2.0584 -2.0812
C 0.9494 1.0914 -2.9654
O 0.3201 0.0670 -2.5572
C 1.1581 1.5027 -4.3506
O 0.7362 0.9611 -5.3634
O 1.4289 1.9469 -0.8200
O 2.5931 -0.8938 -1.3858
C 3.3909 -0.3662 -0.5572
O 3.0572 0.0009 0.5840
C 4.8385 -0.1726 -1.0149
C 5.4301 -1.4755 -1.5598
Ge 5.6081 -3.0134 -0.3008
C 4.8432 -4.5664 -1.2484
C 3.6263 -4.3460 -1.8972
C 2.9591 -5.3882 -2.5242
C 3.4988 -6.6662 -2.5147
C 4.6982 -6.9022 -1.8584
C 5.3600 -5.8596 -1.2248
C 4.7875 -3.1010 1.4900
C 3.4473 -3.4663 1.5896
C 2.8605 -3.6702 2.8298
C 3.6085 -3.5117 3.9872
C 4.9463 -3.1516 3.9004
C 5.5325 -2.9524 2.6581
C 7.5743 -3.0641 0.0353
C 8.1122 -1.9503 0.6860
C 9.4609 -1.8742 0.9977
C 10.3117 -2.9149 0.6482
C 9.8029 -4.0160 -0.0232
C 8.4483 -4.0861 -0.3247
H 5.4093 0.2228 -0.1747
H 4.8151 0.5795 -1.8081
H 6.4332 -1.3024 -1.9568
H 4.8001 -1.8146 -2.3826
H 3.1791 -3.3555 -1.8946
H 2.0109 -5.1980 -3.0117
H 2.9775 -7.4815 -3.0024
H 5.1113 -7.9042 -1.8277
H 6.2825 -6.0636 -0.6924
H 2.8397 -3.5897 0.7017
H 1.8175 -3.9579 2.8788
H 3.1492 -3.6761 4.9553
H 5.5408 -3.0289 4.7992
H 6.5824 -2.6935 2.6038
H 7.4566 -1.1258 0.9505
H 9.8512 -1.0053 1.5144
H 11.3652 -2.8640 0.8962
H 10.4656 -4.8239 -0.3120
H 8.0714 -4.9508 -0.8587
```

Atom charges from the Mulliken analysis, given in e for atoms 1 to 8:
1. In 1.83
2. C -1.05
3. O -0.33
4. C 0.92
5. C -0.41
6. C -0.81
7. C -1.10
8. C -0.26

Entry from OMol25: a cluster of 2 separate species, C20H44BN2O2 in total in a non-equilibrium geometry (the ωB97M-V functional and the def2-TZVPD basis).

Calculated values
HOMO-LUMO gap = 7.59 eV
HOMO level = -4.89 eV
E = -29206.096 eV
Total charge = -1

Geometry as XYZ:
```
69
C20H44BN2O2, DFT the ωB97M-V functional and the def2-TZVPD basis
C 4.7333 -1.1944 2.9624
C 5.9485 -0.4328 2.4189
C 6.4884 -0.9963 1.1096
C 5.6470 -0.7424 -0.1722
C 4.4628 0.2345 -0.0828
C 3.3067 -0.1639 -1.0221
C 2.4606 1.0186 -1.4981
C 1.3936 1.4798 -0.4802
C 1.6938 2.8521 0.1372
C 0.4879 3.5311 0.7964
C -0.3424 2.6295 1.7223
C -1.8583 2.9277 1.7114
C -2.6728 1.6325 1.6033
C -2.7236 0.8293 2.8932
C -3.4322 -0.5238 2.7357
B -2.7982 -1.4758 1.5420
C -2.8818 -3.0723 1.9205
C -3.5217 -1.2307 0.0614
C -2.5043 -1.3226 -1.0521
C -2.8869 -1.0081 -2.4938
O -2.1063 -0.1328 -1.6957
H 5.0435 -2.1291 3.4312
H 4.0187 -1.4424 2.1767
H 4.2074 -0.5942 3.7063
H 6.7411 -0.5180 3.1702
H 5.7370 0.6350 2.3377
H 7.4919 -0.5927 0.9472
H 6.6292 -2.0730 1.2405
H 6.3200 -0.3530 -0.9392
H 5.2836 -1.6975 -0.5570
H 4.0646 0.2989 0.9281
H 4.7789 1.2396 -0.3724
H 3.7116 -0.6909 -1.8928
H 2.6633 -0.8857 -0.5104
H 3.1283 1.8547 -1.7307
H 1.9677 0.7529 -2.4357
H 1.3072 0.7287 0.3055
H 0.4209 1.5313 -0.9764
H 2.5218 2.7572 0.8500
H 2.0632 3.5093 -0.6575
H -0.1442 3.9720 0.0207
H 0.8589 4.3787 1.3842
H 0.0263 2.7468 2.7446
H -0.2188 1.5800 1.4586
H -2.1460 3.4720 2.6167
H -2.1085 3.5592 0.8533
H -2.2319 1.0387 0.8001
H -3.6993 1.8614 1.2932
H -3.2385 1.4591 3.6386
H -1.7156 0.6587 3.2892
H -4.5020 -0.3268 2.5615
H -3.3620 -1.0574 3.6938
H -1.5952 -1.1667 1.4144
H -3.9183 -3.3710 2.1392
H -2.5595 -3.6998 1.0767
H -2.2630 -3.3358 2.7854
H -3.9851 -0.2418 -0.0350
H -4.2726 -2.0064 -0.1484
H -1.7191 -2.0630 -0.9122
H -2.3468 -1.6431 -3.1851
H -3.9607 -0.8528 -2.4876
C -4.6862 -1.8222 -6.3152
O -4.5718 -2.5624 -7.2783
N -3.6620 -1.0569 -5.8428
N -5.8627 -1.6999 -5.6243
H -3.7349 -0.4647 -5.0356
H -2.7748 -1.1446 -6.3006
H -6.6341 -2.2605 -5.9314
H -5.9659 -1.1214 -4.8123
```

Atom charges from the Mulliken analysis, given in e for atoms 1 to 8:
1. C -1.18
2. C -0.54
3. C -0.65
4. C -0.90
5. C 0.07
6. C -1.11
7. C -1.19
8. C -0.01